An isolated molecule of C2H2F2O3 at a distorted geometry, computed with the ωB97M-V functional and the def2-TZVPD basis.

Structure (XYZ):
```
9
Properties=species:S:1:pos:R:3:forces:R:3:nbo_charge:R:1
O -0.9847 -2.0742 0.4663 0.33 0.71 -0.41 -0.48
C -0.3208 -1.1328 0.7004 0.34 1.60 0.52 0.81
F 0.3055 -0.9512 1.8746 -0.18 -0.77 0.31 -0.32
C 0.0811 0.1917 -0.1299 0.39 -1.50 -1.86 0.73
O 0.9103 0.9859 0.5620 -0.21 -2.69 1.41 -0.66
O -0.9343 0.8478 -0.7711 0.04 -0.13 -0.52 -0.71
F 0.8171 -0.4070 -1.2161 -0.04 0.13 0.59 -0.39
H 0.8913 1.8500 0.2488 -0.25 2.47 -1.14 0.50
H -0.7655 0.6898 -1.7350 -0.42 0.17 1.09 0.51
```
Positions in Å, forces in eV/Å.

Calculated values
Structure (SMILES) = O=C(F)C(O)(O)F
Largest force on an atom = 3.0 eV Å⁻¹
Charge = 0
E_LUMO = 0.47 eV
Energy = -13683.5884 eV
Energy relative to the best compared isomer or geometry (same formula, charge and spin) = 0.7836 eV